Entry 1:
# C2H6N4O2

C2H6N4O2 in the gas phase in a non-equilibrium geometry (ωB97M-V/def2-TZVPD, the OMol25 dataset).

Last column: natural (NBO) charge in e.
Atoms and positions in Å:
C  1.00652  1.19541  -0.23708  -0.141
C  -0.35821  1.06706  -0.43132  -0.135
N  1.74197  0.17731  0.27271  -0.344
N  -0.57821  -0.44966  1.23790  -0.473
N  -1.04393  0.11602  0.22062  0.114
N  1.26861  -1.02982  0.31733  0.000
O  -2.18651  -0.48488  -0.41808  -0.566
O  0.52521  -1.27441  -0.83391  -0.585
H  1.59472  2.07512  -0.51119  0.213
H  -0.95726  1.72423  -1.11723  0.217
H  2.64291  0.25517  0.93039  0.409
H  -1.08983  -1.23355  1.44949  0.343
H  -2.87869  0.05143  -0.03751  0.468
H  0.31272  -2.18944  -0.84210  0.481

Its largest force on an atom is 3.6 eV/Å. As for the total charge: 0. The orbital gap (spin up / spin down) comes out at 7.95 / 7.95 eV. Its HOMO energy (spin up / spin down) is -7.128 / -7.128 eV. The calculation puts the LUMO energy (spin up / spin down) at 0.821 / 0.821 eV. The value obtained for the calculated total energy is -449.04646 hartree.

***

Entry 2:
# C44H35IN5O7S4Tl

A molecular structure, C44H35IN5O7S4Tl (ωB97M-V/def2-TZVPD, the OMol25 dataset).

Last column: Löwdin charge in e.
Atoms and positions in Å:
Tl  -0.20114  2.49041  1.73077  0.629
C  2.01909  0.78131  3.88991  -0.065
C  1.51485  -0.16794  2.85412  -0.273
N  0.41171  0.13792  2.23645  -0.004
N  -0.24485  -0.96164  1.69187  0.000
C  -0.65202  -0.91832  0.49453  -0.931
S  -0.21046  0.42853  -0.57542  0.705
S  -1.63075  -2.25021  -0.15614  0.928
C  -0.52343  -3.66768  0.16635  -0.385
C  0.01530  -4.30064  -1.08314  -0.280
C  -0.33942  -5.60075  -1.41736  -0.053
C  0.15088  -6.19866  -2.57048  -0.103
C  1.00940  -5.49642  -3.39905  -0.107
C  1.37158  -4.19572  -3.06722  -0.082
C  0.87510  -3.59455  -1.92401  -0.036
C  2.22955  -1.40207  2.58091  -0.109
C  2.86639  -2.10608  3.61759  -0.064
C  3.58523  -3.25690  3.40213  -0.138
C  3.71403  -3.72149  2.08000  -0.125
C  3.15602  -3.04169  1.03637  -0.034
C  2.40307  -1.82256  1.21319  -0.408
O  1.96418  -1.18382  0.21698  -0.102
H  1.30802  1.57882  4.07477  -0.047
H  2.99502  1.19421  3.63334  0.093
H  2.12608  0.22614  4.82566  0.076
H  -1.11463  -4.39559  0.72326  0.072
H  0.27499  -3.32304  0.82458  0.073
H  -1.01473  -6.15089  -0.77156  0.105
H  -0.14402  -7.21075  -2.82053  0.092
H  1.39586  -5.95651  -4.30092  0.090
H  2.04851  -3.64258  -3.70411  0.095
H  1.18288  -2.58971  -1.64598  0.104
H  2.75386  -1.74560  4.63409  0.096
H  4.03001  -3.79612  4.22835  0.077
H  4.26834  -4.63463  1.88378  0.088
H  3.26595  -3.38697  0.01583  0.098
C  -1.28423  -0.22166  5.65340  -0.031
C  -2.48426  -0.21743  4.75811  -0.264
N  -3.42060  -1.10638  4.95805  0.093
C  -4.47914  -1.13900  4.11893  -0.137
C  -4.61820  -0.28913  3.05486  -0.181
C  -5.82252  -0.40512  2.16358  -0.220
O  -6.73121  0.69362  2.29688  -0.069
C  -3.63940  0.70807  2.82826  -0.083
C  -3.70586  1.55608  1.65734  -0.102
N  -2.99119  2.60822  1.59427  0.067
C  -2.74213  3.34118  0.43601  -0.374
C  -3.68212  3.87305  -0.43709  -0.049
C  -3.23576  4.60738  -1.52888  -0.106
C  -1.87843  4.80061  -1.74239  -0.096
C  -0.93978  4.25428  -0.86895  -0.099
C  -1.37390  3.53528  0.22688  -0.240
I  1.12876  4.25432  3.46660  0.214
C  -2.50916  0.78364  3.70080  -0.317
O  -1.52360  1.58368  3.62538  -0.162
H  -1.46245  -0.88973  6.49473  0.068
H  -1.05182  0.78658  5.99777  0.078
H  -0.40838  -0.56755  5.09881  0.069
H  -5.22994  -1.89664  4.31893  0.094
H  -6.39004  -1.29678  2.43260  0.110
H  -5.52577  -0.51043  1.11247  0.112
H  -6.20491  1.49963  2.30099  0.066
H  -4.31320  1.22894  0.80112  0.124
H  -4.74065  3.72372  -0.25836  0.105
H  -3.95510  5.02807  -2.22104  0.092
H  -1.54312  5.37137  -2.59980  0.095
H  0.11586  4.38366  -1.05973  0.096
O  -3.26013  -0.92871  -5.92925  -0.300
S  -2.65351  -1.58647  -4.80564  0.639
O  -2.94645  -2.96896  -4.57293  -0.289
N  -2.97463  -0.71847  -3.41737  -0.056
C  -1.89459  -0.22176  -2.93754  -0.649
S  -2.03281  0.77132  -1.49236  0.749
C  -0.63637  -0.44537  -3.71860  -0.192
C  0.63336  0.09540  -3.57437  -0.016
C  1.59865  -0.27796  -4.50501  -0.044
C  1.31085  -1.14952  -5.54865  -0.082
C  0.02634  -1.65287  -5.71792  -0.046
C  -0.91946  -1.27202  -4.79229  -0.234
H  0.89091  0.80094  -2.79154  0.045
H  2.59674  0.12664  -4.39782  0.110
H  2.09228  -1.43094  -6.24383  0.100
H  -0.22608  -2.30229  -6.54449  0.116
O  1.59772  2.35112  -1.81772  -0.063
C  2.16230  2.80773  -0.80725  -0.617
O  1.79622  2.70461  0.39904  -0.178
C  3.44273  3.60098  -1.01852  -0.116
C  4.01730  4.29927  0.03724  -0.018
C  5.16908  5.04408  -0.16764  -0.094
C  5.75946  5.08801  -1.42365  -0.120
C  5.19024  4.38669  -2.47894  -0.105
C  4.03285  3.65094  -2.27555  -0.032
H  3.53896  4.24332  1.00704  0.086
H  5.60755  5.59230  0.65813  0.094
H  6.66008  5.67016  -1.58025  0.087
H  5.64768  4.41585  -3.46157  0.089
H  3.55461  3.10658  -3.08020  0.107

Its largest force on an atom is 0.6 eV/Å. As for the total charge: -2. The orbital gap comes out at 6.38 eV. Its HOMO energy is -2.753 eV. The calculation puts the LUMO energy at 3.628 eV. The value obtained for the calculated total energy is -4561.18442 hartree.

***

Q: Which formula does entry 2 have?
A: C44H35IN5O7S4Tl

***

Q: Number 1 is which compound?
A: C2H6N4O2

***

Copy entry 1 word for word.
# C2H6N4O2

C2H6N4O2 in the gas phase in a non-equilibrium geometry (ωB97M-V/def2-TZVPD, the OMol25 dataset).

Last column: natural (NBO) charge in e.
Atoms and positions in Å:
C  1.00652  1.19541  -0.23708  -0.141
C  -0.35821  1.06706  -0.43132  -0.135
N  1.74197  0.17731  0.27271  -0.344
N  -0.57821  -0.44966  1.23790  -0.473
N  -1.04393  0.11602  0.22062  0.114
N  1.26861  -1.02982  0.31733  0.000
O  -2.18651  -0.48488  -0.41808  -0.566
O  0.52521  -1.27441  -0.83391  -0.585
H  1.59472  2.07512  -0.51119  0.213
H  -0.95726  1.72423  -1.11723  0.217
H  2.64291  0.25517  0.93039  0.409
H  -1.08983  -1.23355  1.44949  0.343
H  -2.87869  0.05143  -0.03751  0.468
H  0.31272  -2.18944  -0.84210  0.481

Its largest force on an atom is 3.6 eV/Å. As for the total charge: 0. The orbital gap (spin up / spin down) comes out at 7.95 / 7.95 eV. Its HOMO energy (spin up / spin down) is -7.128 / -7.128 eV. The calculation puts the LUMO energy (spin up / spin down) at 0.821 / 0.821 eV. The value obtained for the calculated total energy is -449.04646 hartree.

***

Q: Which formula does entry 1 have?
A: C2H6N4O2